i) DFT (ωB97M-V with the def2-TZVPD basis set) results for the ion C2H6NO2 with charge +1.

Geometry as XYZ:
```
11
C2H6NO2 (ωB97M-V with the def2-TZVPD basis set)
O -0.27 0.44 2.29
O -0.76 1.48 0.32
N 0.16 -0.28 -1.24
C -0.26 0.40 1.14
C 0.26 -0.74 0.23
H 1.07 -0.76 -1.63
H 0.27 0.82 -1.29
H -0.63 -0.75 -1.63
H -0.36 -1.79 0.43
H -0.75 2.21 0.84
H 1.27 -1.02 0.54
```

Calculated values
**HOMO level**: -0.583 hartree
**Charge**: +1
**Gap between HOMO and LUMO**: 0.427 hartree
**SMILES**: [NH3+]CC(=O)O

Need the Mulliken charges? In units of e they are: atom 1 (O): -0.3481, atom 2 (O): -0.4904, atom 3 (N): -0.3669, atom 4 (C): 0.4689, atom 5 (C): -0.4015, atom 6 (H): 0.4049, atom 7 (H): 0.4117, atom 8 (H): 0.3412, atom 9 (H): 0.3408, atom 10 (H): 0.3288, atom 11 (H): 0.3106

---

ii) DFT (ωB97M-V with the def2-TZVPD basis set) results for a cluster of 2 separate species, C2H6NO2 in total.

Geometry as XYZ:
```
11
C2H6NO2 (ωB97M-V with the def2-TZVPD basis set)
O -0.26 0.54 1.18
O -1.54 -1.05 0.12
N 2.18 0.41 -1.06
C -1.36 0.04 0.94
C 0.95 0.11 -1.08
H 0.23 0.80 -1.52
H -2.39 -1.43 0.38
H 0.63 -0.81 -0.58
H 2.85 -0.14 -0.54
H 2.48 1.35 -1.36
H -2.22 0.55 1.39
```

Calculated values
**HOMO level**: -0.558 hartree
**Charge**: +1
**Gap between HOMO and LUMO**: 0.375 hartree

Need the Mulliken charges? In units of e they are: atom 1 (O): -0.4714, atom 2 (O): -0.4374, atom 3 (N): -0.1450, atom 4 (C): 0.2227, atom 5 (C): -0.1382, atom 6 (H): 0.2954, atom 7 (H): 0.3561, atom 8 (H): 0.3146, atom 9 (H): 0.2993, atom 10 (H): 0.3020, atom 11 (H): 0.4020

---

ii) (6.7 kcal/mol below the next structure)

---

i) DFT (ωB97M-V with the def2-TZVPD basis set) results for a structure of composition C22H20N3O6RbS4Te.

Geometry as XYZ:
```
57
C22H20N3O6RbS4Te (ωB97M-V with the def2-TZVPD basis set)
Te -0.68 0.77 1.61
Rb 1.10 -1.26 -1.30
S -1.69 -6.15 0.91
S 2.31 -1.57 -4.17
S -1.76 -3.24 -0.03
S -0.91 0.93 -2.06
O 2.91 -0.70 -3.15
O -1.43 0.00 -1.02
O 0.39 1.49 -1.66
O -0.42 -0.36 -3.24
O 1.49 -2.63 -3.57
O 3.23 -2.03 -5.19
N 0.58 -3.20 1.74
N 2.58 -1.27 1.68
N -0.18 -4.32 1.87
C -1.50 3.00 3.36
C -0.04 0.01 -4.48
C -2.87 4.74 4.34
C -1.41 2.64 0.89
C -0.86 0.85 -5.24
C 1.46 -0.16 -6.36
C 0.64 0.67 -7.11
C -1.09 -4.45 0.92
C 2.04 -1.66 2.84
C 1.15 -0.50 -5.05
C -1.91 3.40 2.09
C 3.48 -0.19 4.07
C -2.19 -6.32 -0.81
C -0.55 1.84 3.48
C -2.78 4.48 1.96
C -0.52 1.18 -6.54
C -3.26 5.15 3.08
C 2.47 -1.13 4.06
C 4.05 0.20 2.87
C 1.00 -2.70 2.83
C -1.99 3.68 4.48
C 3.56 -0.37 1.70
H 0.47 2.19 3.64
H -0.82 1.19 4.31
H -3.09 4.79 0.97
H 2.36 -0.58 -6.78
H -1.76 1.22 -4.79
H 3.83 0.23 5.01
H 2.00 -1.46 4.98
H -1.32 -6.44 -1.46
H -2.75 -5.44 -1.11
H -3.25 5.24 5.22
H -1.69 3.35 5.47
H 0.64 -3.06 3.80
H -2.21 2.46 0.17
H 3.96 -0.09 0.74
H 0.91 0.92 -8.13
H 4.85 0.93 2.82
H -1.18 1.82 -7.12
H -3.95 5.98 2.96
H -2.82 -7.21 -0.87
H -0.61 3.16 0.37
```

Calculated values
**HOMO level**: -0.072 hartree
**Charge**: -2
**Gap between HOMO and LUMO**: 0.215 hartree

Need the Mulliken charges? In units of e they are: atom 1 (Te): 0.4310, atom 2 (Rb): 0.9474, atom 3 (S): -0.1551, atom 4 (S): 1.4213, atom 5 (S): -0.4593, atom 6 (S): 0.3807, atom 7 (O): -0.7834, atom 8 (O): -0.5884, atom 9 (O): -0.6109, atom 10 (O): -0.3570, atom 11 (O): -0.7638, atom 12 (O): -0.7386, atom 13 (N): 0.4471, atom 14 (N): -0.0523, atom 15 (N): -0.8945, atom 16 (C): 0.6407, atom 17 (C): 0.1239, atom 18 (C): -0.4706, atom 19 (C): -1.0454, atom 20 (C): -0.3804, atom 21 (C): -0.4116, atom 22 (C): -0.5374, atom 23 (C): 0.4015, atom 24 (C): 0.7989, atom 25 (C): -0.0287, atom 26 (C): 0.3544, atom 27 (C): -0.2889, atom 28 (C): -0.8151, atom 29 (C): -1.3475, atom 30 (C): -0.5803, atom 31 (C): -0.4836, atom 32 (C): -0.5132, atom 33 (C): -0.6787, atom 34 (C): -0.5716, atom 35 (C): -0.9233, atom 36 (C): -0.6408, atom 37 (C): -0.2329, atom 38 (H): 0.3511, atom 39 (H): 0.4709, atom 40 (H): 0.4212, atom 41 (H): 0.4676, atom 42 (H): 0.4086, atom 43 (H): 0.3928, atom 44 (H): 0.3329, atom 45 (H): 0.2595, atom 46 (H): 0.2653, atom 47 (H): 0.3604, atom 48 (H): 0.3914, atom 49 (H): 0.2422, atom 50 (H): 0.4828, atom 51 (H): 0.3776, atom 52 (H): 0.3536, atom 53 (H): 0.3666, atom 54 (H): 0.3395, atom 55 (H): 0.3646, atom 56 (H): 0.2982, atom 57 (H): 0.4594

---

ii) DFT (ωB97M-V with the def2-TZVPD basis set) results for a structure of composition C22H20N3O6RbS4Te.

Geometry as XYZ:
```
57
C22H20N3O6RbS4Te (ωB97M-V with the def2-TZVPD basis set)
Te -0.89 2.52 -0.76
Rb 0.06 -0.43 1.60
S 2.15 -1.62 -0.77
S -2.64 1.35 3.10
S 2.98 1.78 0.44
S -5.56 0.54 3.42
O 2.14 2.29 -0.64
O 2.16 -2.17 0.58
O 2.25 -2.63 -1.81
O 2.25 1.09 1.50
O 3.91 2.77 0.95
O 1.07 -0.67 -0.99
N -2.43 -1.60 3.53
N 0.09 -2.85 3.44
N -3.70 -1.15 3.55
C 3.72 -0.71 -0.90
C -1.14 2.34 -3.66
C 4.71 -1.45 -1.56
C 1.39 -4.86 3.58
C 6.01 -0.99 -1.68
C 4.06 0.55 -0.37
C 5.38 0.99 -0.50
C -1.63 3.15 -5.88
C -0.22 1.74 -2.63
C -2.30 -2.84 3.82
C -3.81 0.16 3.36
C 1.25 -3.50 3.34
C -1.01 -3.53 3.77
C -2.78 2.42 -1.80
C 0.26 -5.57 3.95
C -0.95 -4.90 4.04
C -2.91 3.51 -5.47
C -5.60 2.30 3.05
C 6.35 0.24 -1.15
C -2.43 2.69 -3.24
C -3.30 3.27 -4.15
C -0.75 2.57 -4.97
H 7.36 0.63 -1.23
H -1.86 -5.43 4.31
H 2.10 -2.90 3.02
H 6.75 -1.59 -2.20
H 5.62 1.96 -0.08
H -5.02 2.86 3.79
H -3.18 -3.43 4.08
H 4.42 -2.40 -1.97
H 0.83 1.99 -2.76
H 0.25 2.30 -5.29
H -3.52 3.13 -1.41
H 0.31 -6.63 4.15
H -4.30 3.56 -3.82
H -3.17 1.41 -1.69
H -3.60 3.97 -6.16
H -0.30 0.66 -2.57
H -1.32 3.34 -6.90
H -6.65 2.59 3.09
H -5.19 2.50 2.06
H 2.35 -5.33 3.47
```

Calculated values
**HOMO level**: -0.091 hartree
**Charge**: -2
**Gap between HOMO and LUMO**: 0.234 hartree

Need the Mulliken charges? In units of e they are: atom 1 (Te): 0.1241, atom 2 (Rb): 0.9155, atom 3 (S): 1.0824, atom 4 (S): -0.5008, atom 5 (S): 1.2268, atom 6 (S): -0.1156, atom 7 (O): -0.6108, atom 8 (O): -0.6032, atom 9 (O): -0.8026, atom 10 (O): -0.6452, atom 11 (O): -0.7903, atom 12 (O): -0.4368, atom 13 (N): 0.3089, atom 14 (N): -0.1697, atom 15 (N): -0.8843, atom 16 (C): 0.1971, atom 17 (C): 0.6102, atom 18 (C): -0.6083, atom 19 (C): -0.7858, atom 20 (C): -0.5102, atom 21 (C): -0.1132, atom 22 (C): -0.5619, atom 23 (C): -0.4726, atom 24 (C): -1.0165, atom 25 (C): -0.6569, atom 26 (C): 0.3496, atom 27 (C): -0.0949, atom 28 (C): 0.7782, atom 29 (C): -1.3273, atom 30 (C): -0.1687, atom 31 (C): -0.7242, atom 32 (C): -0.4868, atom 33 (C): -0.7117, atom 34 (C): -0.5020, atom 35 (C): 0.6982, atom 36 (C): -0.6544, atom 37 (C): -0.6883, atom 38 (H): 0.3452, atom 39 (H): 0.3048, atom 40 (H): 0.4154, atom 41 (H): 0.3484, atom 42 (H): 0.5022, atom 43 (H): 0.2506, atom 44 (H): 0.2579, atom 45 (H): 0.4887, atom 46 (H): 0.5172, atom 47 (H): 0.4306, atom 48 (H): 0.4574, atom 49 (H): 0.3900, atom 50 (H): 0.3867, atom 51 (H): 0.3232, atom 52 (H): 0.3595, atom 53 (H): 0.3891, atom 54 (H): 0.3640, atom 55 (H): 0.3087, atom 56 (H): 0.1595, atom 57 (H): 0.3531

---

ii) (24.7 kcal/mol below the next structure)

---

i) DFT (ωB97M-V with the def2-TZVPD basis set) results for a cluster of 5 separate species, C3H11NO4 in total.

Geometry as XYZ:
```
19
C3H11NO4 (ωB97M-V with the def2-TZVPD basis set)
O -2.66 -0.94 -0.10
O -0.92 -0.72 1.96
O -1.83 1.51 -0.28
O 0.71 1.20 0.81
N -0.40 -1.57 -1.77
C 2.67 1.15 -0.68
C 0.46 -1.64 -0.83
C 2.02 1.33 0.52
H -1.15 1.44 0.36
H -3.54 -1.26 0.10
H 0.35 -2.27 0.09
H -1.53 -0.90 1.23
H -1.30 -1.32 -1.30
H -0.51 0.09 1.63
H -2.29 0.59 -0.23
H 2.67 1.55 1.42
H 1.28 -0.89 -0.74
H 2.18 1.58 -1.58
H 3.80 1.08 -0.62
```

Calculated values
**HOMO level**: -0.336 hartree
**Gap between HOMO and LUMO**: 0.140 hartree

Need the Mulliken charges? In units of e they are: atom 1 (O): -0.8850, atom 2 (O): -0.6513, atom 3 (O): -0.6449, atom 4 (O): -0.5859, atom 5 (N): -0.3554, atom 6 (C): -0.5484, atom 7 (C): 0.1743, atom 8 (C): 0.0899, atom 9 (H): 0.3949, atom 10 (H): 0.1807, atom 11 (H): 0.3405, atom 12 (H): 0.4015, atom 13 (H): 0.4623, atom 14 (H): 0.3672, atom 15 (H): 0.4210, atom 16 (H): 0.2898, atom 17 (H): -0.0131, atom 18 (H): 0.2938, atom 19 (H): 0.2681

---

ii) DFT (ωB97M-V with the def2-TZVPD basis set) results for a cluster of 3 separate species, C3H11NO4 in total.

Geometry as XYZ:
```
19
C3H11NO4 (ωB97M-V with the def2-TZVPD basis set)
O -0.16 -2.76 0.70
O -1.66 -2.01 -0.79
O -1.36 0.53 2.69
O 0.83 3.57 -0.83
N -0.68 0.54 -0.82
C 1.48 -0.73 -0.47
C 0.05 -0.49 0.00
C -0.70 -1.81 -0.09
H 1.32 2.82 -0.50
H 0.07 -0.07 1.00
H 1.85 -1.65 -0.04
H -1.45 0.05 -1.25
H 1.49 -0.86 -1.56
H 2.11 0.13 -0.25
H -1.81 1.20 3.22
H -0.55 -3.62 0.48
H 1.13 3.74 -1.74
H -0.08 0.78 -1.60
H -1.86 0.64 1.86
```

Calculated values
**HOMO level**: -0.360 hartree
**Gap between HOMO and LUMO**: 0.384 hartree
**SMILES**: C[C@@H](N)C(=O)O.O.O

Need the Mulliken charges? In units of e they are: atom 1 (O): -0.4472, atom 2 (O): -0.5832, atom 3 (O): -0.6403, atom 4 (O): -0.6401, atom 5 (N): -0.5850, atom 6 (C): -1.5162, atom 7 (C): 0.1292, atom 8 (C): 0.6684, atom 9 (H): 0.3172, atom 10 (H): 0.3327, atom 11 (H): 0.4136, atom 12 (H): 0.3007, atom 13 (H): 0.4078, atom 14 (H): 0.3292, atom 15 (H): 0.3029, atom 16 (H): 0.3477, atom 17 (H): 0.3161, atom 18 (H): 0.2263, atom 19 (H): 0.3204

---

ii) (227.5 kcal/mol below the next structure)

---

i) DFT (ωB97M-V with the def2-TZVPD basis set) results for a cluster of 3 separate species, C3H11NO4 in total.

Geometry as XYZ:
```
19
C3H11NO4 (ωB97M-V with the def2-TZVPD basis set)
O 1.56 3.41 0.55
O -1.83 -0.31 1.30
O -2.24 -2.15 -2.46
O 0.48 0.32 2.23
N 0.18 -0.76 -1.24
C -1.15 -1.22 0.87
C 0.20 -0.85 0.23
C 0.58 0.56 0.83
H 0.60 1.07 2.86
H -1.34 -2.41 -2.28
H 1.16 3.31 -0.32
H 1.15 -0.93 -1.44
H 1.58 0.74 0.48
H 0.02 0.25 -1.62
H 2.17 2.67 0.46
H 1.13 -1.44 0.47
H -0.24 1.23 0.54
H -1.62 -2.12 0.47
H -2.40 -1.38 -1.92
```

Calculated values
**HOMO level**: -0.362 hartree
**Gap between HOMO and LUMO**: 0.368 hartree
**SMILES**: N[C@H](C=O)CO.O.O

Need the Mulliken charges? In units of e they are: atom 1 (O): -0.6237, atom 2 (O): -0.4441, atom 3 (O): -0.6499, atom 4 (O): -0.5444, atom 5 (N): -0.5755, atom 6 (C): -0.2923, atom 7 (C): 0.0897, atom 8 (C): -0.5560, atom 9 (H): 0.2940, atom 10 (H): 0.3174, atom 11 (H): 0.3235, atom 12 (H): 0.3109, atom 13 (H): 0.3101, atom 14 (H): 0.2325, atom 15 (H): 0.3264, atom 16 (H): 0.3378, atom 17 (H): 0.3800, atom 18 (H): 0.4406, atom 19 (H): 0.3230

---

ii) DFT (ωB97M-V with the def2-TZVPD basis set) results for a cluster of 3 separate species, C3H11NO4 in total.

Geometry as XYZ:
```
19
C3H11NO4 (ωB97M-V with the def2-TZVPD basis set)
O 0.71 0.22 -3.18
O -1.13 -0.25 -1.20
O 0.84 0.68 -0.87
O 2.47 -1.86 0.44
N -0.89 -0.92 1.50
C -1.76 1.39 1.32
C -0.61 0.42 1.07
C -0.37 0.35 -0.45
H -1.70 -1.50 1.34
H 3.24 -2.31 0.79
H 0.35 0.67 1.51
H 0.15 -0.54 -2.95
H 2.67 -0.93 0.65
H -0.10 -1.50 1.72
H -2.50 1.11 0.58
H -1.44 2.40 1.06
H -2.12 1.44 2.34
H 1.47 0.36 -3.74
H 0.72 0.76 -1.95
```

Calculated values
**HOMO level**: -0.310 hartree
**Gap between HOMO and LUMO**: 0.328 hartree
**SMILES**: C[C@@H](N)C(=O)O.O.O

Need the Mulliken charges? In units of e they are: atom 1 (O): -0.6050, atom 2 (O): -0.7185, atom 3 (O): -0.5714, atom 4 (O): -0.6103, atom 5 (N): -0.4922, atom 6 (C): -1.3842, atom 7 (C): 0.4440, atom 8 (C): 0.6518, atom 9 (H): 0.1633, atom 10 (H): 0.2933, atom 11 (H): 0.1626, atom 12 (H): 0.3702, atom 13 (H): 0.3111, atom 14 (H): 0.1900, atom 15 (H): 0.3309, atom 16 (H): 0.3179, atom 17 (H): 0.3775, atom 18 (H): 0.3279, atom 19 (H): 0.4412

---

ii) (36.8 kcal/mol below the next structure)

---

i) DFT (ωB97M-V with the def2-TZVPD basis set) results for a structure of composition C12H8O2.

Geometry as XYZ:
```
22
C12H8O2 (ωB97M-V with the def2-TZVPD basis set)
O 4.91 0.00 -0.03
O 3.11 1.28 -0.03
C -1.95 1.62 0.00
C -0.82 0.83 -0.04
C 1.83 1.70 0.00
C -3.23 -0.46 -0.03
C -2.10 -1.27 -0.07
C 2.95 -1.21 0.04
C 0.56 -0.72 -0.06
C -0.89 -0.60 -0.07
C 3.55 -0.01 -0.01
C -3.16 0.93 0.01
C 0.61 0.78 -0.05
C 1.56 -1.60 0.02
H -1.91 2.70 0.03
H 1.73 2.77 0.06
H 1.36 -2.66 0.05
H -2.19 -2.35 -0.10
H 5.23 0.91 -0.11
H -4.21 -0.93 -0.01
H -4.08 1.49 0.04
H 3.67 -2.02 0.07
```

Calculated values
**HOMO level**: -0.266 hartree
**Gap between HOMO and LUMO**: 0.258 hartree

Need the Mulliken charges? In units of e they are: atom 1 (O): -0.5039, atom 2 (O): -0.3789, atom 3 (C): -0.7475, atom 4 (C): 0.4733, atom 5 (C): -0.5875, atom 6 (C): -0.4796, atom 7 (C): -0.6845, atom 8 (C): -0.4779, atom 9 (C): 0.1534, atom 10 (C): 0.3410, atom 11 (C): 0.5656, atom 12 (C): -0.4562, atom 13 (C): -0.2402, atom 14 (C): -0.0707, atom 15 (H): 0.4294, atom 16 (H): 0.4423, atom 17 (H): 0.4305, atom 18 (H): 0.4371, atom 19 (H): 0.3472, atom 20 (H): 0.3555, atom 21 (H): 0.3577, atom 22 (H): 0.2938

---

ii) DFT (ωB97M-V with the def2-TZVPD basis set) results for a structure of composition C12H8O2.

Geometry as XYZ:
```
22
C12H8O2 (ωB97M-V with the def2-TZVPD basis set)
O -0.64 1.76 -0.23
O 3.81 -1.51 0.03
C -1.79 -1.63 -0.08
C -2.99 1.02 0.04
C 0.62 1.24 -0.09
C 1.92 1.76 0.13
C 0.49 -0.21 -0.13
C 2.92 0.86 0.25
C -3.79 -0.16 0.17
C -1.00 -0.46 -0.01
C 2.84 -0.56 -0.11
C -1.58 0.88 -0.02
C 1.59 -1.13 -0.21
C -3.23 -1.51 0.17
H -4.82 -0.09 0.09
H 2.11 2.79 0.16
H -3.74 -2.55 0.35
H 4.70 -1.08 0.82
H 1.48 -2.28 -0.41
H -3.41 2.02 -0.07
H 3.87 1.33 0.25
H -1.40 -2.71 -0.23
```

Calculated values
**HOMO level**: -0.297 hartree
**Gap between HOMO and LUMO**: 0.300 hartree

Need the Mulliken charges? In units of e they are: atom 1 (O): -0.3893, atom 2 (O): -0.6457, atom 3 (C): -0.0977, atom 4 (C): -0.8350, atom 5 (C): -0.0260, atom 6 (C): -0.8138, atom 7 (C): 0.8503, atom 8 (C): -0.7674, atom 9 (C): -0.4246, atom 10 (C): 0.4092, atom 11 (C): 0.6631, atom 12 (C): 0.3409, atom 13 (C): -0.4274, atom 14 (C): -0.6028, atom 15 (H): 0.4346, atom 16 (H): 0.4760, atom 17 (H): 0.2612, atom 18 (H): 0.3871, atom 19 (H): 0.2360, atom 20 (H): 0.4004, atom 21 (H): 0.3245, atom 22 (H): 0.2466

---

ii) (11.4 kcal/mol below the next structure)

---

i) DFT (ωB97M-V with the def2-TZVPD basis set) results for an isolated molecule of CH2N2S3.

Geometry as XYZ:
```
8
CH2N2S3 (ωB97M-V with the def2-TZVPD basis set)
S 0.49 -0.06 0.36
S -1.95 1.45 0.24
S -2.81 -0.46 -0.21
N -1.84 -1.64 0.39
N -0.51 -1.32 0.02
C -0.33 1.39 -0.29
H 0.03 -2.15 -0.08
H 0.07 2.35 -0.11
```

Calculated values
**HOMO level (alpha / beta)**: -0.309 / -0.294 hartree
**Gap between HOMO and LUMO (alpha / beta)**: 0.275 / 0.253 hartree

Need the Mulliken charges? In units of e they are: atom 1 (S): 0.0873, atom 2 (S): -0.0673, atom 3 (S): 0.0466, atom 4 (N): -0.2419, atom 5 (N): -0.1299, atom 6 (C): -0.2960, atom 7 (H): 0.2411, atom 8 (H): 0.3601

---

ii) DFT (ωB97M-V with the def2-TZVPD basis set) results for a cluster of 2 separate species, CH2N2S3 in total.

Geometry as XYZ:
```
8
CH2N2S3 (ωB97M-V with the def2-TZVPD basis set)
S 3.25 -1.35 -0.44
S 2.79 0.21 0.63
S 2.25 1.74 -0.34
N -0.21 1.30 -0.53
N -0.20 0.18 -0.13
C 0.35 -0.81 0.25
H -0.91 1.81 -0.22
H 0.68 -1.80 0.04
```

Calculated values
**HOMO level (alpha / beta)**: -0.316 / -0.316 hartree
**Gap between HOMO and LUMO (alpha / beta)**: 0.262 / 0.262 hartree

Need the Mulliken charges? In units of e they are: atom 1 (S): -0.3128, atom 2 (S): 0.1422, atom 3 (S): -0.0149, atom 4 (N): -0.6887, atom 5 (N): 0.4001, atom 6 (C): -0.1114, atom 7 (H): 0.1964, atom 8 (H): 0.3891

---

ii) (1.3 kcal/mol below the next structure)